ORCA calculation (ωB97M-V/def2-TZVPD) on a cluster of 12 separate species, C25H76N8O19 in total at a distorted geometry.

For the LUMO energy, the calculation gives 0.00 eV. Its SMILES is COC[C@H](C)N.COC[C@H](C)N.NC(N)=O.NC(N)=O.NC(N)=O.OCCO.OCCO.OCCO.OCCO.OCCO.OCCO.OCCO. The calculation puts the highest occupied orbital energy at -9.48 eV. The value obtained for the molecular weight is 792.92 g/mol. The HOMO-LUMO gap is 9.5 eV. The multiplicity is 1.

Geometry as XYZ:
```
128
Properties=species:S:1:pos:R:3:forces:R:3:lowdin_charge:R:1
C 3.613952 -27.188909 13.314461 1.4 0.1 0.5 -0.08
O 3.815197 -28.083530 14.423795 -0.5 0.1 0.0 -0.19
C 3.337983 -27.738213 15.736485 -0.1 0.5 -0.7 -0.18
C 3.535185 -28.891083 16.751689 0.0 -1.2 0.2 -0.42
C 2.891705 -30.206396 16.266208 0.5 0.4 -1.1 -0.06
N 2.976570 -28.673789 18.091169 -0.3 1.0 -0.6 0.03
H 3.966912 -26.165841 13.444218 -0.2 0.4 1.1 0.08
H 2.618228 -27.098861 12.880268 -0.2 -0.6 0.2 0.06
H 4.389594 -27.477217 12.604984 -0.5 -0.7 -0.5 0.07
H 3.785117 -26.782496 16.009911 0.7 -0.1 0.5 0.12
H 2.289053 -27.442500 15.716332 -0.6 -0.5 -0.2 0.10
H 4.578464 -29.064080 17.015762 0.3 0.1 -0.9 0.13
H 1.811135 -30.079675 16.199815 -0.2 -0.1 0.4 0.07
H 3.171543 -31.090195 16.839521 -0.2 0.3 0.4 0.08
H 3.176633 -30.430172 15.238178 0.2 0.1 -0.1 0.05
H 3.250798 -27.740676 18.363549 0.2 0.3 0.5 0.06
H 1.975052 -28.601356 17.982455 -0.5 -0.1 0.2 0.06
C 0.846442 -31.624261 10.599502 -0.2 1.1 0.0 -0.08
O 2.180950 -31.142186 10.549972 0.6 -0.5 0.2 -0.23
C 2.911339 -31.702388 11.653726 0.3 -0.2 0.3 -0.17
C 4.414660 -31.433577 11.660337 1.0 0.0 -1.2 -0.40
C 5.187388 -31.725173 10.315178 -0.5 0.2 1.0 -0.03
N 5.101885 -32.287196 12.640162 -0.2 -0.4 0.0 0.03
H 0.370578 -31.082743 11.417076 -0.3 -0.7 0.6 0.09
H 0.797641 -32.711758 10.654787 0.0 0.1 0.2 0.10
H 0.278043 -31.282797 9.734391 0.4 -0.1 -0.4 0.08
H 2.517049 -31.343955 12.604599 -0.3 0.4 0.1 0.12
H 2.742631 -32.777814 11.709375 0.1 -0.3 -0.4 0.12
H 4.645681 -30.410309 11.956423 -0.5 0.5 -0.4 0.12
H 5.126619 -32.779458 10.045181 -0.3 0.0 -0.1 0.08
H 6.237104 -31.558331 10.556753 0.1 0.2 -0.2 0.07
H 4.913685 -31.078933 9.481185 -0.1 -0.1 0.1 0.06
H 4.934668 -32.011644 13.597347 -0.4 0.2 0.2 0.06
H 6.081377 -32.086052 12.497904 0.2 -0.3 0.1 0.06
N -0.392844 -27.795823 14.728605 1.8 1.7 2.3 0.17
C -1.336694 -28.457091 14.087464 0.0 -2.2 6.5 -0.82
N -1.195468 -28.470593 12.853737 -0.2 0.1 -7.4 0.19
O -2.104231 -29.206422 14.684008 -1.3 0.2 0.3 0.01
H 0.354129 -27.300735 14.262754 -0.3 0.2 0.2 0.07
H -0.370787 -27.908537 15.732056 0.1 0.1 -0.3 0.11
H -1.984008 -28.931646 12.422770 0.6 0.2 -0.9 0.13
H -0.493494 -27.866999 12.449987 -0.6 -0.1 -0.7 0.10
N -4.365329 -23.968879 9.522745 -2.2 -1.2 0.5 0.18
C -3.347898 -23.185646 9.187193 -4.4 1.6 0.2 -0.82
N -2.216151 -23.736354 9.192628 6.5 -1.8 -0.2 0.18
O -3.451504 -22.005950 8.937273 -0.6 2.0 -0.1 0.03
H -4.178776 -24.935899 9.746746 -0.3 0.2 0.0 0.06
H -5.239114 -23.532414 9.779829 0.2 -0.2 -0.3 0.12
H -1.570825 -22.962432 9.261122 0.9 -0.9 -0.4 0.12
H -1.961998 -24.704880 9.324783 -0.2 0.3 0.2 0.10
N -0.369300 -23.165897 13.307308 -0.8 1.2 2.8 0.17
C -0.001382 -24.152573 12.501959 0.3 -1.8 2.5 -0.76
N 0.153644 -23.740584 11.317311 0.7 1.9 -6.1 0.18
O 0.232384 -25.319297 12.809102 -0.1 -0.8 0.9 0.01
H -0.446795 -23.337417 14.299620 -0.1 0.1 -0.3 0.12
H -0.567973 -22.242121 12.950579 0.0 -0.3 0.3 0.11
H 0.375667 -24.386707 10.573444 0.2 -0.3 -0.1 0.07
H -0.011010 -22.778804 11.056575 0.0 -0.3 0.1 0.12
O 5.736793 -23.772838 11.668765 -0.1 -0.1 0.3 -0.05
C 4.815317 -24.352519 10.758007 0.4 1.5 -0.9 -0.22
C 3.672108 -23.395135 10.356620 -1.3 -0.6 1.6 -0.22
O 3.937284 -22.360301 9.439049 1.5 0.0 -0.8 -0.06
H 6.376789 -23.190399 11.253113 -0.2 0.0 -0.3 0.09
H 5.302429 -24.657185 9.831713 0.3 -0.4 0.0 0.11
H 4.444491 -25.228120 11.290829 -0.4 0.1 -0.3 0.10
H 3.331432 -22.953667 11.293180 -0.1 0.1 0.2 0.12
H 2.833609 -23.973211 9.968221 0.0 -0.4 0.0 0.10
H 3.251780 -21.689699 9.394489 -0.2 -0.1 0.5 0.11
O 0.928945 -25.775927 9.387232 0.4 0.3 0.2 -0.10
C 1.539729 -26.911205 9.986181 -0.2 1.0 0.8 -0.21
C 2.645964 -27.488419 9.106890 -0.4 -0.4 1.0 -0.17
O 3.250385 -28.666322 9.699242 -0.2 1.5 -0.7 -0.08
H 0.233671 -26.022699 8.772985 -0.2 -0.5 -0.5 0.04
H 1.861277 -26.513975 10.948945 0.7 -0.1 0.0 0.09
H 0.788923 -27.625346 10.324403 -0.2 -0.6 -0.6 0.11
H 3.427569 -26.736489 8.998220 0.1 -0.1 -0.2 0.12
H 2.182165 -27.690717 8.141457 0.3 -0.1 -0.3 0.10
H 2.543914 -29.248489 9.988341 0.0 -0.7 0.2 0.05
O 0.637837 -30.049900 5.458104 -0.2 0.7 0.1 -0.06
C 0.732680 -30.012435 6.881730 -0.3 -0.7 -0.4 -0.25
C 2.011637 -30.682600 7.281951 0.7 -0.7 0.5 -0.23
O 2.097091 -32.042639 6.823796 -0.3 0.3 -0.1 -0.05
H 0.244969 -30.906825 5.276615 0.1 -0.1 -0.3 0.09
H 0.678243 -29.009143 7.304281 0.2 0.3 -0.5 0.09
H -0.161907 -30.517690 7.245786 0.1 -0.3 0.5 0.11
H 2.148471 -30.731333 8.362230 -0.1 0.3 0.0 0.08
H 2.855328 -30.134884 6.862076 0.0 0.3 0.0 0.13
H 2.799258 -32.086166 6.170606 -0.1 -0.1 0.0 0.08
O -1.128890 -26.829675 7.817442 0.5 1.1 0.2 -0.07
C -2.224077 -27.687708 7.975553 0.4 -1.3 0.4 -0.21
C -2.554686 -27.864473 9.447827 -0.7 -0.1 -1.0 -0.22
O -3.471430 -26.851075 9.785238 -0.1 0.9 0.5 -0.07
H -1.187063 -26.270452 7.039307 0.0 0.0 -0.2 0.11
H -3.098698 -27.408470 7.388053 0.0 0.1 0.2 0.14
H -1.870660 -28.666128 7.650158 -0.3 -0.3 -0.3 0.10
H -1.646133 -27.853988 10.049926 0.1 0.1 0.0 0.10
H -3.076716 -28.816424 9.544610 0.2 -0.3 0.1 0.13
H -3.628247 -26.841738 10.732297 0.0 -0.1 0.2 0.10
O 5.933275 -28.075509 8.857863 0.0 -0.5 -2.1 -0.03
C 6.299665 -27.811812 10.126339 0.7 -0.3 3.7 -0.30
C 7.792638 -27.708832 10.504072 -0.3 2.3 -1.7 -0.24
O 7.883330 -27.544670 11.880381 -0.1 -0.8 1.4 -0.06
H 5.016672 -28.301060 9.032719 -0.6 -0.5 -0.9 0.04
H 5.719405 -26.962570 10.487121 0.7 1.0 0.2 0.09
H 5.883993 -28.535701 10.827264 0.1 -0.9 0.1 0.10
H 8.115414 -26.738763 10.126077 0.2 0.2 -0.8 0.11
H 8.530489 -28.395799 10.089651 -0.6 -0.8 0.0 0.12
H 8.817954 -27.455805 12.080831 -0.1 0.1 0.3 0.09
O 3.362460 -23.516829 7.037126 -1.3 0.3 -0.5 -0.07
C 4.595868 -24.058984 6.779324 2.6 0.6 -1.4 -0.26
C 5.045844 -23.898526 5.261774 -2.3 1.1 0.1 -0.14
O 4.694230 -22.536304 4.724878 1.3 -1.6 0.6 -0.10
H 3.467367 -23.142666 7.914958 -0.2 0.5 0.4 0.03
H 5.352324 -23.459798 7.286137 0.2 -0.1 0.5 0.11
H 4.647971 -25.074791 7.171140 0.3 -0.4 -0.5 0.11
H 4.498359 -24.614207 4.648462 0.1 -0.1 0.0 0.08
H 6.115058 -24.038946 5.103107 -0.1 0.2 0.3 0.11
H 3.857823 -22.222434 5.076300 -0.2 -0.5 0.4 0.06
O 3.364341 -27.015862 4.881536 1.3 0.0 0.4 -0.03
C 2.006473 -26.940451 4.750398 -3.1 1.9 -1.0 -0.27
C 1.478320 -25.465292 5.022313 0.5 -1.9 0.1 -0.19
O 1.366304 -25.337522 6.422578 -0.6 0.2 0.1 -0.09
H 3.654657 -27.921818 5.010220 -0.1 -0.1 0.0 0.10
H 1.596357 -27.201998 3.774944 0.7 -0.2 -0.7 0.11
H 1.378540 -27.573303 5.377541 0.5 -0.2 0.7 0.09
H 0.490516 -25.359488 4.573816 -0.2 -0.2 0.2 0.11
H 2.082379 -24.670949 4.583871 0.4 -0.1 0.0 0.11
H 2.261543 -25.398218 6.763859 0.1 0.4 0.3 0.05
```
Positions in Å, forces in eV/Å.